Density functional theory data (ωB97M-V/def2-TZVPD) for 2 unconnected molecules or ions with the total composition C5H14 in a non-equilibrium geometry.

Atoms and positions in Å:
1 H 3.251 0.292 1.012
2 C -2.866 -0.943 0.214
3 H -3.328 -0.371 -1.874
4 H 0.774 -0.750 -0.317
5 H -2.658 -2.026 -1.634
6 H 1.848 2.329 -0.231
7 C 1.798 -0.365 -0.424
8 H 2.260 2.522 1.528
9 H 1.688 -0.034 1.693
10 C 1.778 1.908 0.764
11 H -1.970 -0.598 0.693
12 C -2.625 -0.991 -1.321
13 H -3.740 -0.350 0.470
14 C 2.183 0.437 0.836
15 H -3.030 -1.958 0.572
16 H -1.687 -0.495 -1.599
17 H 2.452 -1.236 -0.508
18 H 1.799 0.203 -1.359
19 H 0.712 1.966 1.044

Results
Spin multiplicity: 1
Structure (SMILES): CCC.CC
Frontier orbital gap: 12.336 eV
ΔE to the lowest compared entry with this formula, charge and spin: 38.03 kJ/mol
Electronic energy: -198.8747 Ha
HOMO level: -11.2 eV

natural (NBO) population analysis, charges in e, atoms 1 to 4: H 0.193; C -0.612; H 0.205; H 0.200

=====

Density functional theory data (ωB97M-V/def2-TZVPD) for 2 unconnected molecules or ions with the total composition C5H14 in a non-equilibrium geometry.

Atoms and positions in Å:
1 H 0.033 2.677 -2.188
2 H -1.816 1.248 -0.398
3 H -0.454 -2.145 2.573
4 H 0.589 2.054 0.510
5 C -0.944 2.167 -2.077
6 H -1.114 1.585 -2.952
7 H -0.443 -1.110 1.226
8 C -0.899 1.079 -1.029
9 H -1.667 2.897 -1.990
10 H 1.628 -2.524 0.407
11 H 1.672 -1.015 1.329
12 H -0.598 -2.839 1.083
13 C 0.315 1.113 -0.115
14 H 0.233 0.352 0.727
15 H 1.254 0.807 -0.834
16 H -0.968 0.042 -1.536
17 H 1.928 -2.277 2.343
18 C -0.130 -2.059 1.591
19 C 1.379 -2.052 1.331

Results
Spin multiplicity: 1
Structure (SMILES): CCC.CC
Frontier orbital gap: 12.157 eV
ΔE to the lowest compared entry with this formula, charge and spin: 159.02 kJ/mol
Electronic energy: -198.8286 Ha
HOMO level: -11.0 eV

natural (NBO) population analysis, charges in e, atoms 1 to 4: H 0.200; H 0.198; H 0.204; H 0.214

=====

Density functional theory data (ωB97M-V/def2-TZVPD) for 2 unconnected molecules or ions with the total composition C5H14 in a non-equilibrium geometry.

Atoms and positions in Å:
1 H -1.145 3.061 1.154
2 H -0.467 0.021 0.598
3 H -2.429 0.511 -1.260
4 H 0.005 -1.890 -0.672
5 H 1.467 -0.694 -0.875
6 C 1.189 -1.729 -0.759
7 H 0.194 2.192 1.858
8 H 1.521 -2.237 -1.783
9 C -0.429 2.245 0.973
10 C -1.098 0.951 0.458
11 C -1.535 1.023 -1.038
12 H 0.708 -2.624 1.023
13 H 2.203 -1.521 1.148
14 H -0.772 0.516 -1.664
15 H -1.583 2.080 -1.412
16 H 0.245 2.643 0.264
17 H 2.411 -2.930 0.477
18 C 1.581 -2.254 0.533
19 H -2.066 0.636 0.976

Results
Spin multiplicity: 1
Structure (SMILES): CCC.CC
Frontier orbital gap: 12.068 eV
ΔE to the lowest compared entry with this formula, charge and spin: 140.64 kJ/mol
Electronic energy: -198.8356 Ha
HOMO level: -11.0 eV

natural (NBO) population analysis, charges in e, atoms 1 to 4: H 0.206; H 0.203; H 0.207; H 0.201

=====

Density functional theory data (ωB97M-V/def2-TZVPD) for 2 unconnected molecules or ions with the total composition C5H14 in a non-equilibrium geometry.

Atoms and positions in Å:
1 H -0.886 -1.219 -1.805
2 H -2.043 1.740 0.844
3 H -3.023 1.412 -0.625
4 H -0.891 1.863 -1.403
5 H -0.079 0.625 -0.518
6 C -1.262 -0.223 -2.024
7 C -2.209 1.060 0.012
8 C 2.218 -0.746 2.150
9 H -1.040 0.104 -3.041
10 H 2.066 -1.718 2.608
11 C 2.136 -0.829 0.639
12 H 3.209 -0.381 2.491
13 H 1.644 0.090 2.557
14 H 2.080 0.100 0.065
15 H 2.921 -1.400 0.169
16 H -2.531 0.138 0.507
17 C -1.048 0.872 -0.965
18 H -2.352 -0.335 -2.122
19 H 1.090 -1.154 0.463

Results
Spin multiplicity: 1
Structure (SMILES): CCC.CC
Frontier orbital gap: 12.381 eV
ΔE to the lowest compared entry with this formula, charge and spin: 65.98 kJ/mol
Electronic energy: -198.8640 Ha
HOMO level: -11.3 eV

natural (NBO) population analysis, charges in e, atoms 1 to 4: H 0.212; H 0.211; H 0.201; H 0.197

=====

Density functional theory data (ωB97M-V/def2-TZVPD) for 2 unconnected molecules or ions with the total composition C5H14 in a non-equilibrium geometry.

Atoms and positions in Å:
1 H -0.361 -0.959 0.821
2 C -1.460 1.203 -0.392
3 H -2.461 1.618 -0.586
4 C 0.927 1.770 -0.839
5 H -0.968 -2.582 0.865
6 C 1.062 -2.427 1.507
7 H 1.070 0.900 -0.184
8 H 0.795 -3.214 2.211
9 H 1.801 1.859 -1.484
10 H -1.249 1.528 0.634
11 H -0.010 -2.086 -0.480
12 H 1.270 -1.599 2.185
13 H 1.102 2.579 -0.107
14 C -0.091 -1.982 0.596
15 H -0.746 2.869 -1.598
16 H -1.599 0.129 -0.426
17 H 1.992 -2.658 0.982
18 H -0.589 1.221 -2.307
19 C -0.484 1.831 -1.397

Results
Spin multiplicity: 1
Structure (SMILES): CCC.CC
Frontier orbital gap: 12.426 eV
ΔE to the lowest compared entry with this formula, charge and spin: 50.97 kJ/mol
Electronic energy: -198.8697 Ha
HOMO level: -11.3 eV

natural (NBO) population analysis, charges in e, atoms 1 to 4: H 0.207; C -0.609; H 0.206; C -0.616

=====

Density functional theory data (ωB97M-V/def2-TZVPD) for 2 unconnected molecules or ions with the total composition C5H14 in a non-equilibrium geometry.

Atoms and positions in Å:
1 H -1.303 -0.334 1.951
2 H 2.302 -0.052 -2.321
3 H -2.723 0.577 2.152
4 H 0.248 1.225 0.396
5 C 2.834 0.510 -1.540
6 H -3.144 0.011 -0.333
7 C 2.121 0.316 -0.196
8 H 2.593 0.938 0.562
9 H -1.762 -1.019 -0.194
10 H 3.779 -0.017 -1.696
11 H -2.684 -1.176 2.451
12 C -2.380 -0.379 1.770
13 H 0.260 0.800 -1.333
14 C -2.671 -0.725 0.320
15 H 0.149 -0.454 -0.179
16 H -3.356 -1.572 0.274
17 H 2.796 1.561 -1.808
18 H 2.337 -0.721 0.071
19 C 0.603 0.511 -0.346

Results
Spin multiplicity: 1
Structure (SMILES): CCC.CC
Frontier orbital gap: 12.347 eV
ΔE to the lowest compared entry with this formula, charge and spin: 63.08 kJ/mol
Electronic energy: -198.8651 Ha
HOMO level: -11.2 eV

natural (NBO) population analysis, charges in e, atoms 1 to 4: H 0.204; H 0.196; H 0.210; H 0.210

=====

Density functional theory data (ωB97M-V/def2-TZVPD) for 2 unconnected molecules or ions with the total composition C5H14 in a non-equilibrium geometry.

Atoms and positions in Å:
1 H 1.867 1.214 0.461
2 H -0.236 0.250 0.958
3 H 3.823 0.527 -0.885
4 H -1.569 -2.127 1.123
5 C -1.165 -0.033 0.462
6 C 1.746 1.066 -0.609
7 H 1.800 2.029 -1.093
8 H -2.575 -0.120 2.118
9 C 2.859 0.094 -1.129
10 H 2.711 -0.098 -2.182
11 H 2.817 -0.803 -0.508
12 H -1.407 0.335 -0.582
13 C -1.256 -1.603 0.215
14 H -2.241 1.536 1.454
15 H -0.296 -1.952 -0.155
16 C -2.382 0.485 1.201
17 H 0.790 0.545 -0.874
18 H -2.034 -1.771 -0.528
19 H -3.253 0.425 0.552

Results
Spin multiplicity: 2
Total charge: +1
Frontier orbital gap (spin up / spin down): 13.221 / 4.743 eV
⟨S²⟩: 0.753
ΔE to the lowest compared entry with this formula, charge and spin: 55.53 kJ/mol
Electronic energy: -198.4658 Ha
HOMO level (spin up / spin down): -16.2 / -15.6 eV

natural (NBO) population analysis, charges in e, atoms 1 to 4: H 0.216; H 0.279; H 0.254; H 0.277

=====

Density functional theory data (ωB97M-V/def2-TZVPD) for 2 unconnected molecules or ions with the total composition C5H14.

Atoms and positions in Å:
1 H -0.623 2.601 -1.479
2 H 1.105 -1.598 0.694
3 C -1.153 1.933 -0.787
4 H 0.545 3.075 0.901
5 H 0.441 1.774 2.237
6 H -0.464 -2.045 -1.236
7 H 0.539 0.772 -0.221
8 H -1.925 2.561 -0.347
9 C -0.312 1.286 0.275
10 H 1.206 -2.013 -1.793
11 C -0.049 2.293 1.409
12 H 1.893 -3.144 0.463
13 H -1.608 1.088 -1.347
14 H 0.202 -3.120 0.938
15 H -0.925 2.800 1.822
16 H -0.700 0.431 0.893
17 H 0.384 -3.534 -1.591
18 C 0.940 -2.617 0.314
19 C 0.505 -2.545 -1.145

Results
Spin multiplicity: 2
Total charge: +1
Frontier orbital gap (spin up / spin down): 11.800 / 4.401 eV
⟨S²⟩: 0.752
ΔE to the lowest compared entry with this formula, charge and spin: 16.85 kJ/mol
Electronic energy: -198.4805 Ha
HOMO level (spin up / spin down): -15.0 / -15.0 eV

natural (NBO) population analysis, charges in e, atoms 1 to 4: H 0.286; H 0.161; C -0.597; H 0.309

=====

Density functional theory data (ωB97M-V/def2-TZVPD) for a molecular structure, C5H14AlFN3O6 in a non-equilibrium geometry.

Atoms and positions in Å:
1 H -1.366 4.565 -0.966
2 O -2.847 -2.141 3.458
3 H 1.910 -0.555 -3.958
4 N 3.063 1.179 -3.898
5 H -1.983 2.344 -2.244
6 C 2.287 0.123 -3.198
7 C 1.633 3.302 -1.223
8 H -0.414 -2.839 3.925
9 O 4.239 1.304 -3.615
10 O -0.044 -2.664 0.167
11 H 2.424 3.668 -0.559
12 Al -1.260 2.958 -0.904
13 F -2.079 2.273 0.446
14 C -1.189 -3.538 4.226
15 H -2.237 -1.291 -0.170
16 H -1.559 0.093 0.736
17 O 0.662 -0.629 0.254
18 H -0.945 -4.027 5.161
19 C 0.704 2.381 -0.854
20 H 1.586 3.785 -2.200
21 H -1.868 -1.481 1.568
22 H 0.969 1.356 -0.594
23 H 2.950 -0.384 -2.508
24 N -2.441 -2.753 4.423
25 O 2.473 1.847 -4.720
26 C -1.583 -0.989 0.642
27 O -2.964 -2.774 5.516
28 H -1.379 -4.254 3.433
29 H 1.469 0.606 -2.667
30 N -0.210 -1.465 0.323

Results
Spin multiplicity: 1
Total charge: -1
Frontier orbital gap: 5.199 eV
Electronic energy: -1156.6582 Ha
HOMO level: -3.4 eV

natural (NBO) population analysis, charges in e, atoms 1 to 4: H -0.455; O -0.377; H 0.220; N 0.541

=====

Density functional theory data (ωB97M-V/def2-TZVPD) for a molecular structure, C5H14BrClGaO2 in a non-equilibrium geometry.

Atoms and positions in Å:
1 C 1.449 2.586 0.680
2 H 1.665 3.593 0.314
3 Ga -0.102 -3.253 0.561
4 H -0.698 3.180 2.342
5 H 1.248 -1.768 -1.090
6 C -0.913 3.217 1.270
7 Br 0.734 -5.382 -0.244
8 C -0.641 -1.891 -2.099
9 H -0.036 0.868 1.897
10 O -0.262 0.914 0.963
11 H -0.284 2.259 -0.548
12 C -0.023 2.241 0.512
13 H 2.070 1.875 0.135
14 H -0.765 4.242 0.922
15 Cl 1.101 -2.694 2.413
16 H -0.077 -0.801 -0.356
17 C 0.189 -1.765 -0.801
18 H -1.634 -1.473 -1.920
19 H -1.620 -3.455 0.997
20 H -0.116 -1.331 -2.885
21 H 1.740 2.528 1.732
22 O -0.807 -3.230 -2.557
23 H -1.963 2.953 1.144
24 H -0.244 -3.362 -3.302

Results
Spin multiplicity: 1
Total charge: -1
Frontier orbital gap: 7.813 eV
ΔE to the lowest compared entry with this formula, charge and spin: 29.30 kJ/mol
Electronic energy: -5308.5175 Ha
HOMO level: -4.9 eV

natural (NBO) population analysis, charges in e, atoms 1 to 4: C -0.630; H 0.197; Ga 1.097; H 0.196